Entry A
# C4H8N2O2

A 2-piece molecular cluster, C4H8N2O2 overall (ωB97M-V/def2-TZVPD, OMol25).

Cartesian coordinates (Å):
1 C -0.09 1.84 -0.12
2 C -0.45 0.27 0.05
3 C 0.74 -0.51 -0.09
4 C -1.83 -0.26 0.08
5 H 0.53 2.36 0.65
6 H -0.95 2.45 -0.08
7 H 0.66 1.90 -1.10
8 H 2.85 -0.34 0.11
9 H 1.67 1.20 1.34
10 H 1.93 -2.43 -0.40
11 H 0.06 -2.31 -0.30
12 H -3.15 -1.57 0.07
13 N 2.01 0.27 0.00
14 N 0.88 -1.94 -0.18
15 O -2.06 -1.49 0.21
16 O -2.81 0.57 -0.23

- HOMO energy (eV) = -8.115
- molar mass (g/mol) = 116.12
- 2S+1 = 1

=====

Entry B
# C4H8N2O2

A single C4H8N2O2 molecule (ωB97M-V/def2-TZVPD, OMol25).

Cartesian coordinates (Å):
1 C 0.84 -1.62 0.32
2 N 0.20 -0.37 0.70
3 C 0.47 1.54 -0.32
4 C -1.09 -0.01 0.22
5 N 1.29 1.46 -1.42
6 C -2.24 -0.48 0.70
7 O -0.91 0.87 -0.78
8 O 0.52 2.42 0.50
9 H 0.59 0.09 1.52
10 H 0.96 0.92 -2.21
11 H 1.77 2.33 -1.63
12 H 0.34 -2.09 -0.53
13 H 0.82 -2.33 1.14
14 H 1.87 -1.43 -0.02
15 H -3.17 0.03 0.45
16 H -2.26 -1.33 1.37

- HOMO energy (eV) = -8.890
- molar mass (g/mol) = 116.12
- 2S+1 = 1

=====

Sorted by energy, starting with the most stable: entry B, entry A.

=====

Entry A
# C22H25N3O4

A 2-piece molecular cluster, C22H25N3O4 overall (ωB97M-V/def2-TZVPD, OMol25).

Cartesian coordinates (Å):
1 O 3.62 2.03 1.85
2 O 1.90 2.92 -2.56
3 N -2.78 -0.04 -1.88
4 O -4.22 1.18 -0.71
5 O 0.63 -3.76 2.26
6 C 2.44 2.29 2.03
7 C 2.04 3.15 -1.37
8 C -3.56 0.02 -0.82
9 C -0.17 -1.51 1.95
10 C 1.39 -2.52 0.35
11 C -0.18 -0.33 1.18
12 C 1.39 -1.33 -0.40
13 C -0.48 -2.37 -3.46
14 C -0.55 -3.47 -2.59
15 C -3.70 -1.00 0.11
16 C 0.62 -2.61 1.53
17 C 0.61 -0.23 0.02
18 C -1.24 -1.23 -3.19
19 C -1.38 -3.43 -1.47
20 C -2.99 -2.19 -0.06
21 C -2.07 -1.17 -2.07
22 C -2.15 -2.28 -1.19
23 N 2.39 4.39 -1.03
24 N 1.54 2.38 1.05
25 C 1.93 2.57 3.43
26 C -3.14 -3.31 0.94
27 C 2.80 4.96 0.25
28 C 0.66 1.05 -0.79
29 C 1.79 2.00 -0.34
30 H -3.94 1.64 -1.51
31 H 0.22 -3.64 3.12
32 H -0.77 -1.58 2.84
33 H 1.98 -3.37 0.04
34 H -0.79 0.51 1.48
35 H 1.99 -1.26 -1.30
36 H 0.17 -2.40 -4.33
37 H 0.04 -4.36 -2.79
38 H -4.37 -0.85 0.94
39 H -1.20 -0.37 -3.85
40 H -1.40 -4.29 -0.81
41 H 2.48 5.00 -1.83
42 H 0.60 2.62 1.30
43 H 1.51 3.57 3.47
44 H 1.17 1.83 3.69
45 H 2.77 2.49 4.13
46 H -3.56 -4.20 0.45
47 H -2.18 -3.57 1.37
48 H -3.82 -3.02 1.75
49 H 3.15 5.98 0.11
50 H 1.96 4.98 0.95
51 H 3.62 4.37 0.68
52 H 0.80 0.78 -1.83
53 H -0.30 1.57 -0.71
54 H 2.71 1.41 -0.37

- HOMO energy (eV) = -8.238
- molar mass (g/mol) = 395.46
- 2S+1 = 1

=====

Entry B
# C22H25N3O4

A single C22H25N3O4 molecule (ωB97M-V/def2-TZVPD, OMol25).

Cartesian coordinates (Å):
1 C -0.73 3.12 -3.09
2 H -1.68 2.80 -3.55
3 O -0.76 2.98 -1.69
4 C -1.16 1.80 -1.12
5 C -1.57 1.91 0.20
6 C -2.00 0.82 0.94
7 C -2.02 -0.44 0.36
8 C -1.58 -0.56 -0.96
9 C -1.15 0.53 -1.71
10 O -0.72 0.41 -3.01
11 C -0.79 -0.84 -3.64
12 H -0.44 -0.68 -4.65
13 H -1.82 -1.22 -3.66
14 H -0.15 -1.58 -3.14
15 H -1.58 -1.54 -1.40
16 C -2.52 -1.68 1.05
17 C -2.76 -1.56 2.55
18 N -1.52 -1.36 3.27
19 C -0.96 -2.34 4.01
20 O -1.56 -3.35 4.31
21 C 0.45 -2.08 4.52
22 H 0.39 -1.85 5.58
23 H 0.98 -3.03 4.42
24 C 1.23 -0.99 3.80
25 C 1.32 -1.26 2.31
26 O 1.34 -2.35 1.81
27 N 1.42 -0.11 1.54
28 C 1.73 -0.03 0.19
29 C 1.97 -1.00 -0.77
30 C 2.29 -0.55 -2.03
31 C 2.39 0.81 -2.36
32 C 2.15 1.77 -1.40
33 C 1.82 1.35 -0.11
34 C 1.52 2.00 1.12
35 N 1.30 1.14 2.07
36 H 1.47 3.05 1.32
37 H 2.21 2.82 -1.63
38 C 2.74 1.19 -3.76
39 H 2.88 2.27 -3.85
40 H 3.66 0.70 -4.07
41 H 1.96 0.89 -4.45
42 H 2.50 -1.28 -2.81
43 H 1.90 -2.05 -0.53
44 H 0.82 0.01 3.97
45 H 2.26 -0.98 4.17
46 H -0.97 -0.56 2.98
47 H -3.45 -0.74 2.77
48 H -3.18 -2.49 2.93
49 H -1.79 -2.49 0.88
50 H -3.45 -1.98 0.57
51 H -2.33 0.98 1.95
52 H -1.56 2.90 0.64
53 H 0.09 2.55 -3.54
54 H -0.59 4.18 -3.27

- HOMO energy (eV) = -8.091
- molar mass (g/mol) = 395.46
- 2S+1 = 1

=====

Sorted by energy, starting with the most stable: entry A, entry B.